The following is a quantum chemistry calculation of a single C21H16F3N3O3 molecule, from OMol25.

Results
Energy relative to the best compared isomer or geometry (same formula, charge and spin) (kcal/mol): 17.14
DFT total energy (eV): -40800.90716
SMILES: OC[C@H](O)c1nn(-c2ccc(Oc3ccc(C(F)(F)F)cc3)cc2)c2cnccc12

Each line ends with the Mulliken charge.
Cartesian coordinates (Å):
1 O -1.9995 -4.4785 5.5598  -0.548
2 C -1.2861 -3.4811 4.8113  -0.568
3 C -2.1650 -2.1859 4.7361  0.395
4 O -3.4859 -2.6775 4.4455  -0.645
5 C -1.5893 -1.2367 3.7365  -0.156
6 N -1.8584 -1.2684 2.4475  -0.847
7 N -1.0229 -0.3244 1.8408  0.609
8 C -0.9723 -0.1252 0.4648  0.427
9 C -0.5902 1.1384 -0.1057  -0.563
10 C -0.5989 1.3033 -1.5108  -0.168
11 C -0.9448 0.2417 -2.3266  0.148
12 O -0.9736 0.4703 -3.6971  -0.485
13 C 0.1677 0.8698 -4.3027  0.545
14 C 1.5162 0.6346 -3.8184  0.034
15 C 2.6397 1.0581 -4.5200  -0.779
16 C 2.5100 1.7984 -5.6997  0.138
17 C 3.7389 2.2167 -6.4463  0.854
18 F 4.7762 2.3318 -5.5607  -0.271
19 F 4.0996 1.3556 -7.4483  -0.233
20 F 3.5487 3.4948 -6.8715  -0.252
21 C 1.2170 2.0660 -6.1734  -0.721
22 C 0.0661 1.5929 -5.4954  -0.598
23 C -1.4203 -0.9718 -1.8025  -0.909
24 C -1.3489 -1.1491 -0.4155  -0.477
25 C -0.2214 0.2833 2.8194  0.433
26 C 0.7847 1.3031 2.8552  -0.547
27 N 1.4324 1.6789 3.9607  -0.644
28 C 1.1244 1.0751 5.1128  -0.499
29 C 0.0808 0.1635 5.1697  -0.408
30 C -0.5756 -0.2745 4.0134  0.438
31 H -2.9203 -4.5055 5.2554  0.357
32 H -0.3011 -3.3049 5.2763  0.292
33 H -1.1076 -3.8519 3.8098  0.331
34 H -2.1731 -1.7142 5.7217  0.391
35 H -4.0140 -1.9815 3.9896  0.325
36 H -0.4074 1.9939 0.5189  0.529
37 H -0.3452 2.2770 -1.9201  0.421
38 H 1.6512 0.1087 -2.8768  0.396
39 H 3.6519 0.7554 -4.1548  0.320
40 H 1.0901 2.5381 -7.1414  0.356
41 H -0.9308 1.7669 -5.8921  0.407
42 H -1.7953 -1.7365 -2.4691  0.457
43 H -1.6499 -2.0879 -0.0170  0.481
44 H 1.0940 1.7649 1.9404  0.504
45 H 1.6375 1.3476 6.0429  0.360
46 H -0.1293 -0.2733 6.1375  0.371

Cartesian forces (eV/Å) of the 6 atoms listed first:
O 0.7 0.4 0.0
C -1.1 -0.1 0.5
C -0.1 -1.0 -0.1
O -0.1 1.2 -0.7
C -0.3 -0.2 -0.7
N 0.9 0.7 -0.1